This record from the Open Molecules 2025 dataset describes a cluster of 3 separate species, C4H13NO3 in total. The level of theory is the ωB97M-V functional and the def2-TZVPD basis.

Values from the calculation:
**Net charge**: 0
**F_max**: 0.948 eV Å⁻¹
**Energy relative to the best compared isomer or geometry (same formula, charge and spin)**: 15.5 kcal per mole
**Orbital gap**: 0.4011 Ha
**Total energy**: -11991.7971 eV

XYZ file:
```
21
C4H13NO3 (the ωB97M-V functional and the def2-TZVPD basis)
C -0.386 -1.763 -1.746
N 0.407 -0.757 -2.152
C 0.500 0.491 -1.434
C 1.938 0.906 -1.162
C 2.065 1.916 -0.022
O -1.174 -1.692 -0.823
H -0.290 -2.667 -2.365
H 1.187 -0.914 -2.783
H -0.018 1.270 -1.990
H -0.033 0.437 -0.481
H 2.536 0.026 -0.933
H 2.385 1.310 -2.065
H 3.116 1.989 0.248
H 1.553 1.590 0.882
H 1.682 2.891 -0.343
H -2.615 -2.160 2.210
H -1.818 -1.436 1.001
O -2.370 -1.327 1.791
H -3.658 -0.164 3.903
H -2.137 0.085 3.820
O -2.872 -0.030 4.443
```